# 1
Below is a cluster of 2 separate species, C16H34BrClN3O5P in total in a non-equilibrium geometry, with properties calculated with wB97M-V/def2-TZVPD.

Calculated values
Relative energy (zero: lowest compared OMol25 entry of this formula, charge and spin) (kJ/mol): 264.2

Geometry (Å):
N: -1.212 0.533 -3.958
C: 0.054 -0.212 -3.700
C: 1.342 0.769 -3.517
C: 1.293 1.252 -1.972
C: 1.963 2.731 -1.769
N: 0.899 3.721 -1.925
P: -0.203 3.886 -0.553
O: -1.760 3.420 -1.189
Br: 0.212 2.405 1.129
C: 1.233 5.085 -2.345
Cl: 0.728 6.234 -0.938
C: 0.206 5.493 -3.561
O: -0.604 4.330 -3.912
O: -0.409 4.068 -5.251
C: 2.686 5.484 -2.803
O: 3.106 6.634 -2.409
O: 3.528 4.809 -3.652
H: -1.081 1.339 -4.580
H: -1.707 0.782 -3.096
H: -0.094 -0.748 -2.688
H: 0.214 -0.962 -4.542
H: 1.291 1.680 -4.203
H: 2.291 0.150 -3.624
H: 0.175 1.309 -1.691
H: 1.762 0.497 -1.249
H: 2.454 2.679 -0.727
H: 2.817 2.743 -2.518
H: -1.562 2.817 -1.952
H: -0.505 6.330 -3.236
H: 0.777 5.890 -4.464
H: 0.473 3.616 -5.295
C: -1.508 -0.520 0.800
C: -0.277 -1.389 1.001
C: -0.580 -2.886 1.015
C: -1.423 -3.441 2.161
N: -0.921 -3.181 3.588
C: -1.403 -4.321 4.499
C: -0.354 -5.399 4.336
C: 0.954 -4.636 4.219
C: 0.598 -3.225 3.765
C: -1.494 -1.884 4.121
H: -2.286 -0.726 1.541
H: -1.232 0.534 0.887
H: -1.935 -0.677 -0.194
H: 0.251 -1.087 1.910
H: 0.418 -1.190 0.179
H: 0.362 -3.442 0.960
H: -1.101 -3.136 0.083
H: -1.480 -4.524 2.032
H: -2.449 -3.066 2.112
H: -1.414 -3.948 5.527
H: -2.409 -4.624 4.202
H: -0.532 -5.983 3.429
H: -0.347 -6.097 5.174
H: 1.636 -5.123 3.518
H: 1.468 -4.593 5.183
H: 1.107 -2.938 2.849
H: 0.863 -2.502 4.540
H: -2.581 -1.928 4.040
H: -1.093 -1.051 3.549
H: -1.203 -1.777 5.168


# 2
Below is a cluster of 5 separate species, C16H34FN12O6 in total in a non-equilibrium geometry, with properties calculated with wB97M-V/def2-TZVPD.

Calculated values
Charge: +1

Geometry (Å):
N: 1.214 3.332 -0.183
C: 1.411 2.163 -0.792
N: 2.823 1.665 -0.755
N: 0.309 1.439 -1.474
C: -0.655 0.831 -0.503
C: -1.217 -0.624 -0.958
C: -0.857 -1.766 0.159
C: 0.707 -2.094 -0.041
N: 1.257 -3.117 0.906
N: 1.315 -4.382 0.431
N: 1.869 -5.180 1.390
C: 2.163 -4.363 2.568
N: 1.751 -3.031 2.159
C: 1.854 -1.787 2.963
O: 3.014 -1.466 3.350
N: 0.656 -0.985 3.337
C: 0.899 0.449 3.090
O: 0.192 1.267 3.728
F: 1.873 0.898 2.136
H: 0.220 3.614 -0.268
H: 2.787 0.629 -0.712
H: 3.189 1.996 0.159
H: 0.705 0.748 -2.129
H: -0.084 0.721 0.505
H: -1.580 1.499 -0.293
H: -0.601 -0.936 -1.893
H: -2.321 -0.622 -1.250
H: -1.535 -2.680 -0.056
H: -1.134 -1.398 1.207
H: 1.273 -1.099 0.098
H: 0.899 -2.414 -1.138
H: 2.644 -4.639 3.569
H: 0.477 -1.180 4.337
O: -3.834 1.334 -1.925
C: -4.084 2.451 -2.353
N: -3.110 3.394 -2.450
C: -5.456 2.870 -2.801
H: -3.267 4.326 -2.796
H: -2.180 3.135 -2.156
H: -6.149 2.774 -1.962
H: -5.778 2.221 -3.618
H: -5.472 3.905 -3.150
O: 4.287 -4.655 4.928
C: 5.369 -4.918 4.416
N: 5.754 -4.332 3.252
C: 6.344 -5.889 5.018
H: 6.632 -4.516 2.797
H: 5.116 -3.674 2.829
H: 5.869 -6.869 5.094
H: 6.626 -5.540 6.013
H: 7.248 -5.985 4.413
O: -2.482 3.997 0.421
C: -2.709 5.050 0.999
N: -1.720 5.719 1.649
C: -4.071 5.686 1.039
H: -1.860 6.588 2.137
H: -0.796 5.312 1.636
H: -4.771 4.995 1.513
H: -4.397 5.895 0.019
H: -4.066 6.621 1.603
O: -1.389 -1.472 -3.889
C: -1.440 -0.932 -4.985
N: -1.928 0.328 -5.120
C: -0.979 -1.601 -6.251
H: -1.990 0.813 -6.000
H: -2.245 0.798 -4.283
H: -1.560 -2.512 -6.404
H: 0.079 -1.852 -6.155
H: -1.107 -0.955 -7.121


# 3
Below is a structure of composition C16H34N2O6PS in a non-equilibrium geometry, with properties calculated with wB97M-V/def2-TZVPD.

Calculated values
Charge: -1

Geometry (Å):
C: 0.387 -3.779 -0.087
C: -0.699 -4.429 0.892
N: -1.164 -3.574 2.007
C: -0.144 -3.313 3.044
C: 0.856 -2.105 2.756
O: 2.223 -2.417 3.225
S: 2.963 -0.921 3.577
O: 2.783 0.001 2.393
O: 4.634 -1.153 3.724
P: 5.344 -1.662 2.231
C: 7.150 -2.156 2.638
O: 5.545 -0.311 1.167
C: -1.897 -2.398 1.591
C: -2.565 -2.312 0.123
O: -2.115 -1.397 2.328
H: 0.437 -4.277 -1.111
H: 1.417 -3.968 0.395
H: 0.312 -2.647 -0.196
H: -1.536 -4.847 0.234
H: -0.209 -5.356 1.367
H: 0.379 -4.308 3.275
H: -0.713 -3.047 4.007
H: 0.520 -1.212 3.402
H: 0.844 -1.716 1.684
H: 7.717 -1.184 2.844
H: 7.609 -2.704 1.748
H: 7.189 -2.779 3.596
H: 5.517 -0.676 0.260
H: -1.932 -1.715 -0.610
H: -2.907 -3.324 -0.265
H: -3.522 -1.697 0.274
C: -3.007 3.718 -3.339
C: -1.965 2.618 -3.049
C: -0.551 3.239 -3.029
C: -0.246 4.124 -1.824
C: -1.035 3.742 -0.574
C: -1.543 2.284 -0.548
N: -2.355 2.058 -1.745
O: -2.885 0.772 -1.811
C: -2.448 2.163 0.695
C: -0.351 1.321 -0.367
C: -1.981 1.643 -4.244
H: -4.014 3.297 -3.397
H: -2.805 4.220 -4.296
H: -3.017 4.486 -2.563
H: 0.195 2.437 -3.061
H: -0.380 3.822 -3.945
H: 0.829 4.074 -1.615
H: -0.453 5.171 -2.070
H: -0.425 3.953 0.312
H: -1.895 4.418 -0.497
H: -3.337 2.794 0.594
H: -1.916 2.483 1.599
H: -2.781 1.135 0.862
H: 0.195 1.555 0.555
H: 0.370 1.375 -1.188
H: -0.681 0.282 -0.286
H: -1.730 2.168 -5.174
H: -2.965 1.193 -4.395
H: -1.250 0.840 -4.115


# 4
Below is a structure of composition C16H34P2Sr in a non-equilibrium geometry, with properties calculated with wB97M-V/def2-TZVPD.

Calculated values
Relative energy (zero: lowest compared OMol25 entry of this formula, charge and spin) (kJ/mol): 401.8

Geometry (Å):
P: 0.221 -1.533 -2.804
P: 0.035 1.654 -2.692
C: -0.176 -0.614 -4.378
C: 0.307 0.841 -4.349
H: -1.266 -0.639 -4.500
H: 0.258 -1.153 -5.232
H: 1.385 0.876 -4.553
H: -0.190 1.434 -5.129
C: -1.568 2.523 -3.041
H: -1.789 3.214 -2.221
H: -2.383 1.795 -3.090
H: -1.535 3.086 -3.982
C: 1.188 3.094 -2.898
H: 1.017 3.629 -3.841
H: 2.223 2.738 -2.874
H: 1.053 3.792 -2.065
C: -0.942 -2.964 -3.019
H: -0.744 -3.715 -2.247
H: -0.841 -3.434 -4.005
H: -1.973 -2.618 -2.894
C: 1.795 -2.366 -3.329
H: 2.603 -1.631 -3.390
H: 1.692 -2.866 -4.301
H: 2.078 -3.109 -2.577
Sr: 0.026 -0.140 3.818
C: 0.690 1.390 2.342
C: -0.698 1.324 2.264
C: -1.475 0.606 1.173
C: -1.853 -0.848 1.547
C: -0.786 -1.583 2.328
C: 0.587 -1.508 2.116
C: 1.253 -0.725 0.997
C: 1.671 0.706 1.416
C: 0.109 -1.607 5.287
H: 1.117 2.178 2.959
H: -1.259 2.047 2.851
H: -0.905 0.624 0.241
H: -2.398 1.163 0.979
H: -2.755 -0.830 2.168
H: -2.114 -1.410 0.637
H: -1.151 -2.408 2.937
H: 1.203 -2.262 2.600
H: 0.591 -0.689 0.127
H: 2.150 -1.266 0.677
H: 2.631 0.653 1.940
H: 1.841 1.322 0.519
H: 0.824 -1.342 6.073
H: 0.384 -2.584 4.869
H: -0.882 -1.695 5.751
C: -0.281 1.542 5.982
H: 0.569 2.254 6.013
H: -0.306 0.953 6.923
H: -1.231 2.103 5.873


The following HOMO-LUMO gap values (in eV) correspond, in order, to the records above: 5.22, 6.08, 3.35, 4.81.
The following LUMO energy values (in eV) correspond, in order, to the records above: -1.023, -5.224, 2.232, -0.432.
The following molar mass values (in g mol⁻¹) correspond, in order, to the records above: 494.79, 509.52, 413.50, 376.02.